--- i ---
DFT (the ωB97M-V functional and the def2-TZVPD basis) results for C4H8N2 as an isolated structure.

```
! wB97M-V def2-TZVPD RIJCOSX def2/J DEFGRID3
* xyz 2 1
C 2.412 -0.576 -0.103
C -0.642 -0.194 0.260
C 1.713 0.428 -0.653
C -1.610 0.918 -0.119
N 0.627 0.192 0.185
N -1.012 -1.257 0.891
H 2.870 -1.349 0.545
H 2.095 1.425 -0.781
H 1.498 0.468 -1.818
H -2.413 0.867 0.657
H -1.161 1.851 -0.226
H -2.158 0.853 -1.096
H -1.932 -1.616 1.184
H -0.287 -2.008 1.074
*
```

- orbital gap (alpha / beta) (eV) = 7.7252 / 7.5582
- HOMO (alpha / beta) (eV) = -20.66 / -20.61



--- ii ---
DFT (the ωB97M-V functional and the def2-TZVPD basis) results for a 2-piece molecular cluster, C4H8N2 overall.

```
! wB97M-V def2-TZVPD RIJCOSX def2/J DEFGRID3
* xyz 2 1
C -2.276 -1.066 1.156
C -0.909 0.288 -0.368
C -2.454 -1.506 2.426
C 3.082 1.089 -1.868
N -1.460 -0.256 0.511
N 2.082 0.951 -1.124
H -3.097 -1.404 0.463
H -0.463 0.993 -0.977
H -3.219 -2.203 2.647
H -1.777 -1.331 3.328
H 3.928 0.349 -2.168
H 3.329 2.082 -2.282
H 1.548 1.928 -1.047
H 1.688 0.086 -0.697
*
```

- orbital gap (alpha / beta) (eV) = 9.2941 / 9.2948
- HOMO (alpha / beta) (eV) = -18.64 / -18.64



The structure with the greatest stability is ii.



--- i ---
DFT (the ωB97M-V functional and the def2-TZVPD basis) results for a 2-piece molecular cluster, C3H7N2 overall.

```
! wB97M-V def2-TZVPD RIJCOSX def2/J DEFGRID3
* xyz 1 1
C 0.471 1.208 -0.023
C 0.302 -1.361 0.187
C 1.042 -0.126 0.049
N -3.060 0.647 -0.552
N -2.189 0.331 0.040
H 0.539 1.487 -1.124
H 0.943 2.084 0.508
H -0.607 1.166 0.194
H -0.686 -1.249 0.760
H 0.056 -1.689 -0.779
H 1.100 -2.164 0.454
H 2.088 -0.335 0.287
*
```

- orbital gap (eV) = 10.6007
- HOMO (eV) = -17.65



--- ii ---
DFT (the ωB97M-V functional and the def2-TZVPD basis) results for C3H7N2 as an isolated structure.

```
! wB97M-V def2-TZVPD RIJCOSX def2/J DEFGRID3
* xyz 1 1
C -1.321 -2.350 -0.639
C 0.325 1.424 -0.090
C 1.044 2.127 0.893
N -0.381 -1.556 -0.557
N -0.101 0.888 -0.973
H -2.248 -2.149 -1.056
H -1.163 -3.286 -0.212
H 0.225 2.517 1.539
H 1.700 1.568 1.495
H 1.541 3.050 0.573
H 0.554 -1.844 -0.094
H -0.176 -0.389 -0.879
*
```

- orbital gap (eV) = 12.5568
- HOMO (eV) = -16.57



--- iii ---
DFT (the ωB97M-V functional and the def2-TZVPD basis) results for an isolated ion of composition C3H7N2 and charge +1.

```
! wB97M-V def2-TZVPD RIJCOSX def2/J DEFGRID3
* xyz 1 1
C 1.247 0.042 1.592
C 0.168 0.376 0.855
N -0.369 -0.047 -0.486
C -0.281 -1.263 -0.872
N -0.993 0.923 -1.143
H 1.392 0.507 2.551
H 1.990 -0.665 1.256
H -0.528 1.099 1.268
H 0.203 -1.990 -0.246
H -0.711 -1.586 -1.805
H -0.801 1.881 -0.890
H -1.317 0.723 -2.079
*
```

- structure (SMILES) = C=C[N+](=C)N
- orbital gap (eV) = 10.1145
- HOMO (eV) = -15.00



The structure with the greatest stability is ii.



--- i ---
DFT (the ωB97M-V functional and the def2-TZVPD basis) results for a 2-piece molecular cluster, C11H15N overall.

```
! wB97M-V def2-TZVPD RIJCOSX def2/J DEFGRID3
* xyz -1 2
C 3.077 0.108 -0.194
C 0.556 0.036 0.738
C 1.722 -0.480 0.122
C -0.417 -1.049 0.538
C 1.454 -1.766 -0.257
C 0.260 1.304 1.325
C -1.704 -0.799 0.949
C -1.075 1.531 1.609
C -1.941 0.382 1.564
N 0.184 -2.168 0.033
H 1.135 1.947 1.388
H 3.001 0.644 -1.144
H 3.838 -0.707 -0.302
H 2.145 -2.519 -0.708
H -0.322 -2.647 -0.784
H -2.498 -1.448 0.787
H -1.554 2.382 2.081
H -2.957 0.459 1.958
H 3.498 0.731 0.673
C -0.782 1.686 -1.849
C -1.306 0.606 -2.810
H -1.463 1.884 -1.133
H 0.251 1.409 -1.636
H -0.587 2.650 -2.491
H -1.073 0.613 -3.934
H -2.409 0.785 -3.137
H -1.350 -0.368 -2.258
*
```

- orbital gap (alpha / beta) (eV) = 2.9917 / 6.6529
- HOMO (alpha / beta) (eV) = 0.91 / -2.92



--- ii ---
DFT (the ωB97M-V functional and the def2-TZVPD basis) results for a 2-piece molecular cluster, C11H15N overall.

```
! wB97M-V def2-TZVPD RIJCOSX def2/J DEFGRID3
* xyz -1 2
C -0.198 -1.311 -3.188
C -0.045 -0.954 0.509
C -0.743 -1.467 -0.612
C 0.007 -1.053 -1.741
C 1.072 -0.299 -1.305
C -1.729 -1.699 1.985
C -0.578 -0.925 1.814
C -2.371 -2.342 0.919
C -1.915 -2.225 -0.388
N 1.027 -0.247 0.058
H -2.256 -1.833 2.925
H 0.000 -0.763 2.713
H -3.286 -2.883 1.131
H -2.417 -2.661 -1.245
H 1.497 0.365 0.703
H 1.783 0.201 -1.934
H -0.184 -0.429 -3.831
H -1.139 -1.822 -3.446
H 0.457 -2.065 -3.657
C 2.227 4.605 1.692
C 1.919 5.093 0.276
H 2.435 3.537 1.703
H 3.138 5.085 2.051
H 1.538 4.922 2.472
H 1.258 4.353 -0.192
H 2.776 5.133 -0.389
H 1.308 5.992 0.365
*
```

- orbital gap (alpha / beta) (eV) = 2.8635 / 7.4482
- HOMO (alpha / beta) (eV) = 0.86 / -3.82



--- iii ---
DFT (the ωB97M-V functional and the def2-TZVPD basis) results for a 2-piece molecular cluster, C11H15N overall.

```
! wB97M-V def2-TZVPD RIJCOSX def2/J DEFGRID3
* xyz -1 2
C 1.042 -0.987 -2.972
C -0.043 -1.836 -3.705
H 0.665 -0.095 -2.493
H 1.678 -1.602 -2.334
H 1.797 -0.739 -3.744
H 0.402 -2.694 -4.189
H -0.695 -1.137 -4.227
H -0.718 -2.171 -2.910
C -0.750 1.301 -1.155
C -0.072 0.578 1.223
C -0.949 1.242 0.318
C -0.609 0.669 2.565
C -2.049 1.628 1.056
C 1.092 -0.181 0.976
C 1.771 -0.648 2.130
C 1.307 -0.398 3.390
C -0.010 0.141 3.694
N -1.821 1.358 2.389
H 1.261 -0.314 -0.089
H 2.701 -1.204 1.998
H 1.923 -0.608 4.260
H -0.227 2.204 -1.487
H -1.691 1.345 -1.728
H -2.927 2.186 0.756
H -2.438 1.470 3.173
H -0.446 0.041 4.681
H -0.193 0.450 -1.577
*
```

- orbital gap (alpha / beta) (eV) = 2.8144 / 6.0511
- HOMO (alpha / beta) (eV) = 0.69 / -2.65



--- iv ---
DFT (the ωB97M-V functional and the def2-TZVPD basis) results for a 2-piece molecular cluster, C11H15N overall.

```
! wB97M-V def2-TZVPD RIJCOSX def2/J DEFGRID3
* xyz -1 2
C -0.774 -2.524 -0.337
C -1.494 0.779 1.226
C -0.879 -0.452 1.227
C -1.276 -1.263 0.136
C -2.040 -0.318 -0.636
C -1.361 1.802 2.213
C -0.397 1.503 3.094
C 0.143 -0.718 2.161
C 0.350 0.268 3.088
N -2.085 0.945 -0.052
H -2.509 1.693 -0.385
H -2.062 2.602 2.114
H -2.443 -0.603 -1.485
H -0.239 2.172 4.013
H 0.547 -1.725 2.305
H -0.417 -3.284 0.403
H 0.195 -2.226 -0.929
H 1.184 0.376 3.841
H -1.460 -2.996 -1.107
C 2.623 1.078 -2.764
C 1.754 -0.083 -2.511
H 2.162 1.667 -3.627
H 2.555 1.771 -1.879
H 3.640 0.640 -2.971
H 2.125 -1.046 -2.369
H 1.138 0.029 -1.529
H 1.022 -0.084 -3.237
*
```

- orbital gap (alpha / beta) (eV) = 2.8544 / 6.6773
- HOMO (alpha / beta) (eV) = 0.95 / -3.06



The structure with the greatest stability is ii.



--- i ---
DFT (the ωB97M-V functional and the def2-TZVPD basis) results for C4H8N4O as an isolated structure.

```
! wB97M-V def2-TZVPD RIJCOSX def2/J DEFGRID3
* xyz 0 1
C 1.646 0.479 -0.486
C 0.255 0.629 0.115
C 0.135 1.721 0.911
C -1.756 0.121 -0.325
H 0.915 -2.117 0.291
H 1.703 -1.445 1.450
H 3.118 -0.889 -0.592
H 0.800 2.602 1.078
H -0.992 1.861 1.231
H -1.987 1.241 -0.342
H -2.621 -1.621 -0.994
H -3.991 -0.085 -0.456
N 1.824 -1.874 0.531
N 2.059 -0.906 -0.501
N -0.552 -0.401 -0.158
N -2.817 -0.592 -0.608
O 2.261 1.276 -1.146
*
```

- orbital gap (eV) = 8.5298
- HOMO (eV) = -8.55



--- ii ---
DFT (the ωB97M-V functional and the def2-TZVPD basis) results for a 2-piece molecular cluster, C4H8N4O overall.

```
! wB97M-V def2-TZVPD RIJCOSX def2/J DEFGRID3
* xyz 0 1
N -0.956 0.352 0.821
C 0.392 1.134 -1.103
C -0.594 -1.479 0.040
C -0.056 1.232 0.375
N -0.489 0.472 -1.851
N 0.736 -1.767 -0.056
C 0.450 2.262 1.112
N -1.515 -2.220 0.523
O 1.522 1.550 -1.378
H -1.043 0.250 1.830
H -0.115 0.263 -2.773
H -0.840 -0.657 -0.978
H 1.136 -2.534 0.459
H 1.374 -1.122 -0.494
H -1.204 -3.173 0.720
H 1.067 3.000 0.620
H 0.136 2.436 2.133
*
```

- orbital gap (alpha / beta) (eV) = 6.4805 / 7.2324
- HOMO (alpha / beta) (eV) = -8.50 / -9.20



--- iii ---
DFT (the ωB97M-V functional and the def2-TZVPD basis) results for C4H8N4O as an isolated structure.

```
! wB97M-V def2-TZVPD RIJCOSX def2/J DEFGRID3
* xyz 0 1
C 0.599 -1.282 -0.154
C -1.147 0.796 -1.187
C -0.130 -0.061 0.354
C 0.764 1.077 1.008
N -2.398 0.399 -0.775
N -2.488 -0.070 0.317
N -1.379 -0.289 0.961
N 1.874 -1.167 -0.599
O 0.020 -2.329 0.061
H -0.782 1.814 -1.341
H -0.858 0.043 -1.965
H 1.537 1.335 0.203
H 1.179 0.705 2.020
H 0.360 2.046 1.137
H -1.576 -0.627 1.951
H 2.165 -0.345 -1.150
H 2.260 -2.046 -0.841
*
```

- orbital gap (eV) = 9.4309
- HOMO (eV) = -8.82



The structure with the greatest stability is iii.